1.
Formula: C5H13N2O
Source: the Open Molecules 2025 dataset
Level of theory: ωB97M-V with the def2-TZVPD basis set

Output
Highest occupied orbital energy (eV): -13.337
Charge: +1
SMILES: C[C@H](C=O)NCC[NH3+]
HOMO-LUMO gap (eV): 10.264
2S+1: 1

Each line ends with the Löwdin charge.
Cartesian coordinates (Å):
N: 0.98 -1.64 1.71  0.2080
C: -0.43 -1.81 1.13  -0.0948
C: -0.60 -0.87 -0.05  -0.2279
N: -0.66 0.50 0.43  -0.0248
C: -0.77 1.61 -1.82  -0.0248
C: -0.10 1.54 -0.45  -0.3406
C: 1.39 1.35 -0.59  -0.1791
O: 2.04 0.53 0.01  0.0475
H: 0.88 -1.53 2.71  0.1666
H: 1.43 -0.85 1.20  0.1139
H: 1.62 -2.37 1.42  0.1669
H: -1.08 -1.49 1.93  0.1284
H: -0.59 -2.82 0.86  0.1174
H: -1.51 -1.19 -0.57  0.1313
H: 0.16 -1.02 -0.82  0.1317
H: -1.60 0.75 0.68  0.1284
H: -1.71 2.13 -1.74  0.0852
H: -0.15 2.10 -2.57  0.0874
H: -0.90 0.59 -2.18  0.0771
H: -0.24 2.49 0.07  0.1584
H: 1.85 2.01 -1.34  0.1436

***

2.
Formula: C5H13N2O
Source: the Open Molecules 2025 dataset
Level of theory: ωB97M-V with the def2-TZVPD basis set

Output
Highest occupied orbital energy (eV): -14.934
Charge: +1
SMILES: CC(C)[C@H]([NH3+])C(N)=O
HOMO-LUMO gap (eV): 11.672
2S+1: 1

Each line ends with the Löwdin charge.
Cartesian coordinates (Å):
N: 1.14 -1.08 -0.88  0.2332
C: 0.50 -0.40 0.36  -0.1691
C: 0.50 1.07 0.27  -0.3983
C: -0.37 1.65 -0.90  -0.0109
C: 1.84 1.76 0.50  -0.0415
C: -0.94 -1.00 0.25  -0.4707
N: -1.74 -0.86 1.32  0.2297
O: -1.29 -1.52 -0.79  0.0724
H: 1.71 -0.46 -1.45  0.1720
H: 0.33 -1.35 -1.48  0.1344
H: 1.66 -1.89 -0.60  0.1678
H: 1.08 -0.80 1.19  0.1632
H: -0.12 1.36 1.13  0.1425
H: 0.15 2.51 -1.32  0.0869
H: -1.34 2.02 -0.57  0.0912
H: -0.50 0.90 -1.68  0.0729
H: 2.48 1.63 -0.38  0.0857
H: 1.76 2.82 0.68  0.0952
H: 2.33 1.21 1.32  0.0879
H: -1.39 -0.48 2.17  0.1163
H: -2.69 -1.17 1.27  0.1393

***

3.
Formula: C5H13N2O
Source: the Open Molecules 2025 dataset
Level of theory: ωB97M-V with the def2-TZVPD basis set

Output
Highest occupied orbital energy (alpha / beta) (eV): -19.313 / -19.295
Charge: +2
HOMO-LUMO gap (alpha / beta) (eV): 10.768 / 5.269
2S+1: 2
Expectation value of S²: 0.76

Each line ends with the Löwdin charge.
Cartesian coordinates (Å):
N: -0.73 -1.82 0.11  0.2600
C: -0.30 -0.45 0.74  -0.1248
C: 0.43 0.36 -0.26  -0.1450
C: -0.57 0.83 -1.36  -0.2218
C: 0.16 1.58 -2.48  -0.0510
C: 0.44 -0.84 2.10  -0.3092
N: 0.72 0.15 2.94  0.3041
O: 0.71 -2.01 2.36  0.3741
H: 0.03 -2.16 -0.49  0.1897
H: -0.85 -2.57 0.79  0.1804
H: -1.51 -1.71 -0.55  0.1782
H: -1.26 -0.09 1.12  0.1902
H: 1.20 -0.24 -0.76  0.1475
H: 0.93 1.25 0.13  0.1494
H: -1.15 0.01 -1.79  0.1095
H: -1.26 1.51 -0.84  0.1284
H: 1.05 0.98 -2.70  0.0885
H: 0.51 2.52 -2.05  0.0939
H: -0.35 1.73 -3.43  0.0981
H: 1.18 -0.14 3.81  0.1877
H: 0.61 1.11 2.61  0.1723

***

4.
Formula: C5H13N2O2
Source: the Open Molecules 2025 dataset
Level of theory: ωB97M-V with the def2-TZVPD basis set

Output
Highest occupied orbital energy (alpha / beta) (eV): -13.065 / -13.066
Charge: +1
HOMO-LUMO gap (alpha / beta) (eV): 7.625 / 7.626
2S+1: 1

Each line ends with the Löwdin charge.
Cartesian coordinates (Å):
C: -2.53 1.74 -0.89  -0.0749
C: 3.39 -0.28 -0.37  -0.0022
C: 1.83 -1.22 1.20  -0.0085
C: -2.48 0.74 0.29  -0.3587
C: 1.99 -0.38 0.03  -0.3150
N: 0.99 0.30 -0.53  0.2576
N: -2.52 -2.15 0.09  0.3123
O: -3.54 -1.75 -0.14  0.1708
O: -1.40 -0.16 0.30  -0.2622
H: -2.22 2.79 -0.83  0.0665
H: -2.07 1.20 -1.76  0.0823
H: -3.69 1.93 -0.92  0.1105
H: 3.72 -1.38 -0.42  0.1478
H: 3.63 0.36 -1.10  0.0377
H: 4.01 0.19 0.50  0.1572
H: 2.12 -2.17 1.00  0.0702
H: 0.91 -1.19 1.67  0.0691
H: 2.53 -0.86 2.06  0.1631
H: -3.34 0.04 0.23  0.0771
H: -2.51 1.25 1.21  0.0989
H: -0.03 0.18 -0.25  0.0545
H: 1.21 0.84 -1.36  0.1458

***

5.
Formula: C5H13N2O2
Source: the Open Molecules 2025 dataset
Level of theory: ωB97M-V with the def2-TZVPD basis set

Output
Highest occupied orbital energy (eV): -14.112
Charge: +1
HOMO-LUMO gap (eV): 10.679
2S+1: 1

Each line ends with the Löwdin charge.
Cartesian coordinates (Å):
C: 2.22 0.25 -0.84  -0.0368
C: 1.47 -0.06 0.49  -0.2970
C: 0.76 0.25 -0.77  -0.3392
C: 1.51 -1.39 1.13  -0.0556
C: -1.90 0.94 0.92  -0.6220
N: -2.77 1.71 0.19  0.1794
N: -0.20 -0.62 -1.45  0.1949
O: -2.22 -0.36 0.48  0.0179
O: -1.00 1.26 1.61  0.1458
H: 2.78 1.14 -1.01  0.0998
H: 2.67 -0.69 -1.37  0.1535
H: 1.57 0.81 1.11  0.1324
H: 0.45 -1.83 1.23  0.1008
H: 1.81 -1.23 2.18  0.0960
H: 2.26 -2.00 0.58  0.0951
H: -3.26 1.15 -0.46  0.0845
H: -2.88 2.77 0.23  0.1749
H: -1.17 -0.48 -0.89  0.1610
H: 0.17 -1.66 -1.47  0.2248
H: -0.47 -0.30 -2.44  0.1955
H: -2.20 -0.94 1.25  0.1354
H: 0.40 1.29 -0.71  0.1588

***

6.
Formula: C5H13N2O2P
Source: the Open Molecules 2025 dataset
Level of theory: ωB97M-V with the def2-TZVPD basis set

Output
Highest occupied orbital energy (alpha / beta) (eV): -8.853 / -7.788
Charge: 0
HOMO-LUMO gap (alpha / beta) (eV): 8.668 / 7.667
2S+1: 1

Each line ends with the Löwdin charge.
Cartesian coordinates (Å):
C: -2.37 -0.82 -0.40  -0.5966
C: 3.18 0.92 0.32  -0.1128
C: -4.06 0.87 0.08  -0.0500
C: -1.03 -1.15 -1.00  -0.2090
C: 2.96 0.00 -0.83  -0.4980
N: -3.07 0.28 -0.81  0.0168
N: 2.38 -1.20 -0.55  -0.0039
O: -2.66 -1.47 0.62  -0.0081
O: -0.54 0.98 0.39  -0.3843
P: -0.08 -0.42 0.36  0.8285
H: 2.53 1.75 0.27  0.0552
H: 2.95 0.33 1.25  0.0833
H: 4.15 1.35 0.40  0.0570
H: -4.90 1.39 -0.59  0.1304
H: -4.52 0.07 0.57  0.0514
H: -3.58 1.54 0.76  0.0757
H: -0.90 -2.29 -1.01  0.1326
H: -0.65 -0.67 -1.83  0.0565
H: 2.39 0.51 -1.62  0.1017
H: 3.87 -0.29 -1.45  0.1314
H: -2.89 0.69 -1.68  0.1157
H: 2.73 -1.48 0.30  -0.0133
H: 0.21 -1.33 1.50  0.0399

***

7.
Formula: C5H13N2O2P
Source: the Open Molecules 2025 dataset
Level of theory: ωB97M-V with the def2-TZVPD basis set

Output
Highest occupied orbital energy (eV): -8.444
Charge: 0
SMILES: CN(N1CCCC1)P(O)O
HOMO-LUMO gap (eV): 9.182
2S+1: 1

Each line ends with the Löwdin charge.
Cartesian coordinates (Å):
C: -1.36 0.09 1.54  -0.1833
C: -0.33 -1.17 1.61  -0.1459
C: -1.45 0.34 0.03  -0.2363
C: -0.05 -1.41 0.05  -0.1887
C: 1.53 0.39 -2.02  -0.1090
N: -0.35 -0.20 -0.66  -0.2117
N: 0.72 0.68 -0.85  -0.3213
O: 2.90 0.21 0.51  -0.2724
O: 2.36 2.44 -0.29  -0.2591
P: 1.61 1.26 0.46  0.7901
H: -2.39 -0.32 1.90  0.1195
H: -1.11 0.89 2.21  0.0685
H: 0.47 -0.97 2.29  0.0589
H: -0.72 -2.10 2.02  0.0809
H: -2.34 -0.25 -0.18  0.1050
H: -1.52 1.52 -0.20  0.1681
H: 0.90 -1.94 -0.14  0.1118
H: -0.79 -2.17 -0.27  0.1180
H: 2.38 0.96 -1.99  0.0115
H: 1.73 -0.61 -2.25  0.0629
H: 0.99 0.81 -2.99  0.1303
H: 2.91 -0.56 1.09  0.0497
H: 2.95 2.12 -1.00  0.0524

***

8.
Formula: C5H13N2S
Source: the Open Molecules 2025 dataset
Level of theory: ωB97M-V with the def2-TZVPD basis set

Output
Highest occupied orbital energy (eV): -13.247
Charge: +1
HOMO-LUMO gap (eV): 10.018
2S+1: 1

Each line ends with the Löwdin charge.
Cartesian coordinates (Å):
C: 1.59 -1.04 -0.47  -0.0645
C: 2.29 -0.11 0.48  -0.1508
C: 0.80 0.29 -0.72  -0.2800
C: -2.61 -0.79 0.65  -0.1086
C: -1.62 -0.50 -0.42  -0.3674
N: -0.59 0.44 0.10  -0.3878
N: 1.78 1.18 -0.08  0.1119
S: -1.21 2.11 -0.14  0.8161
H: 2.10 -1.38 -1.41  0.1373
H: 1.14 -1.99 -0.07  0.1371
H: 2.04 -0.30 1.56  0.1555
H: 3.46 -0.13 0.59  0.1651
H: 0.79 0.54 -1.76  0.1396
H: -2.15 -0.74 1.62  0.0828
H: -3.46 -0.04 0.58  0.0943
H: -3.23 -1.61 0.29  0.0849
H: -1.19 -1.47 -0.55  0.1017
H: -2.15 -0.07 -1.28  0.1070
H: 1.41 1.85 0.65  0.1826
H: 2.49 1.54 -0.69  0.1751
H: -1.69 2.22 1.08  -0.1320

***

9.
Formula: C5H13N3
Source: the Open Molecules 2025 dataset
Level of theory: ωB97M-V with the def2-TZVPD basis set

Output
Highest occupied orbital energy (eV): -6.573
Charge: 0
HOMO-LUMO gap (eV): 7.498
2S+1: 1

Each line ends with the Löwdin charge.
Cartesian coordinates (Å):
C: 0.76 -0.05 0.05  -0.6419
C: -1.60 -0.46 -0.31  -0.1335
C: 0.16 -2.42 0.48  0.0274
N: -0.42 -0.48 0.54  -0.0695
N: 1.84 -0.04 0.91  0.1231
N: 1.11 -0.09 -1.29  0.1460
C: -0.23 1.85 0.54  -0.0868
C: -0.84 2.73 -0.23  -0.1207
H: 0.34 -0.04 -1.93  0.0829
H: 1.67 0.20 1.87  0.1014
H: 2.67 -0.53 0.60  0.1005
H: 1.86 0.53 -1.54  0.1031
H: 0.16 2.09 1.52  0.0306
H: -2.44 -0.12 0.30  0.0848
H: -1.55 0.20 -1.18  0.0596
H: -1.82 -1.45 -0.72  0.0723
H: 1.06 -2.55 1.06  0.0153
H: -0.71 -2.82 0.99  0.0227
H: 0.25 -2.75 -0.55  0.0260
H: -1.02 3.76 0.08  0.0326
H: -1.27 2.47 -1.19  0.0240

***

10.
Formula: C5H13N3
Source: the Open Molecules 2025 dataset
Level of theory: ωB97M-V with the def2-TZVPD basis set

Output
Highest occupied orbital energy (eV): -7.653
Charge: 0
HOMO-LUMO gap (eV): 8.565
2S+1: 1

Each line ends with the Löwdin charge.
Cartesian coordinates (Å):
C: -1.94 0.17 -1.20  -0.0538
C: -1.42 0.53 0.17  -0.4968
N: -1.71 -0.20 1.23  0.0578
C: -0.37 1.49 0.28  -0.0519
H: -0.20 -0.74 1.58  0.0713
H: -2.36 -0.95 1.02  0.0566
H: -1.48 -0.76 -1.54  0.0613
H: -3.02 0.03 -1.19  0.0756
H: -1.73 0.95 -1.94  0.0695
H: -0.17 2.10 -0.59  0.0731
H: -0.33 2.01 1.23  0.0809
N: 1.75 -0.10 -0.66  -0.1381
N: 1.21 -1.31 -1.13  0.0297
C: 1.33 0.38 0.58  -0.2579
C: 1.00 -0.57 1.64  -0.1138
H: 2.34 0.50 -1.22  0.1263
H: 1.95 -1.97 -1.38  0.0819
H: 0.61 -1.14 -1.93  0.0647
H: 1.92 1.24 0.87  0.1155
H: 1.13 -0.14 2.63  0.0770
H: 1.48 -1.54 1.54  0.0711

***

11.
Formula: C5H13N3
Source: the Open Molecules 2025 dataset
Level of theory: ωB97M-V with the def2-TZVPD basis set

Output
Highest occupied orbital energy (eV): -8.644
Charge: 0
SMILES: C[C@H]1CN(C)N(C)N1
HOMO-LUMO gap (eV): 9.665
2S+1: 1

Each line ends with the Löwdin charge.
Cartesian coordinates (Å):
C: 0.68 -0.54 0.74  -0.1481
C: -0.44 -1.15 -0.13  -0.3431
C: 0.21 -1.95 -1.27  -0.0657
C: 1.50 1.50 -0.18  -0.1208
C: -1.61 1.20 1.30  -0.0578
N: -1.10 0.03 -0.69  -0.0265
N: 0.54 0.90 0.61  -0.2437
N: -0.74 1.12 0.09  -0.2004
H: 0.64 -0.91 1.88  0.1414
H: 1.65 -1.00 0.39  0.1192
H: -1.19 -1.65 0.39  0.1035
H: 0.88 -1.29 -1.80  0.0580
H: -0.43 -2.24 -2.19  0.1073
H: 0.72 -2.80 -0.94  0.0482
H: 1.57 1.03 -1.25  0.1084
H: 1.22 2.48 -0.33  0.0524
H: 2.46 1.46 0.40  0.1054
H: -2.58 0.77 0.98  0.0826
H: -1.23 0.63 2.16  0.0759
H: -1.90 2.24 1.53  0.0731
H: -0.85 0.18 -1.70  0.1308

***

12.
Formula: C5H13N3
Source: the Open Molecules 2025 dataset
Level of theory: ωB97M-V with the def2-TZVPD basis set

Output
Highest occupied orbital energy (eV): -7.173
Charge: 0
HOMO-LUMO gap (eV): 8.194
2S+1: 1

Each line ends with the Löwdin charge.
Cartesian coordinates (Å):
C: -0.59 0.60 0.29  -0.5607
C: 0.12 -0.69 0.21  -0.3115
C: -2.19 -0.70 0.47  -0.0556
N: -0.72 1.34 -0.86  0.1112
N: -0.57 1.37 1.43  0.1206
N: 0.10 -1.35 -1.08  0.0317
C: 1.93 -0.05 0.23  -0.0872
C: 2.74 0.17 -0.80  -0.0752
H: 0.17 -1.26 1.13  0.1165
H: 0.08 1.14 2.17  0.0983
H: -0.27 2.24 -0.89  0.0963
H: -0.57 0.77 -1.69  0.0874
H: -1.16 2.19 1.43  0.1041
H: -0.79 -1.79 -1.27  0.0646
H: 0.86 -2.03 -1.10  0.0837
H: 2.30 0.13 1.24  0.0517
H: -2.45 -0.55 1.52  0.0174
H: -2.28 -1.77 0.27  0.0125
H: -2.93 -0.22 -0.17  0.0160
H: 3.79 0.45 -0.69  0.0398
H: 2.42 0.02 -1.83  0.0384

***

Energy above the lowest of the compared OMol25 structures with the same formula, charge and spin (eV)
1.378; 0.485; 2.103; 5.604; 1.659; 5.212; 2.968; 3.099; 5.813; 3.329; 3.261; 4.343
Largest force on an atom (eV Å⁻¹)
1.6; 3.3; 3.1; 5.0; 4.4; 4.3; 5.0; 6.3; 5.3; 2.2; 3.5; 6.3